No. 1
C27H31Br2NO2Ru | the ωB97M-V functional and the def2-TZVPD basis

The geometry in ORCA input format:
```
! RIJCOSX wB97M-V def2-TZVPD def2/J DEFGRID3
* xyz -1 2
Ru -0.322 0.391 -0.702
C 0.633 2.906 1.813
C -0.685 2.507 2.489
C -0.404 1.501 3.604
C -1.664 1.991 1.455
C -2.564 2.831 0.859
C -3.474 2.381 -0.130
C -3.445 1.093 -0.574
C -4.329 0.617 -1.685
C -2.482 0.200 -0.009
C -1.641 0.616 1.051
H 1.329 3.319 2.549
H 0.470 3.656 1.036
H 1.092 2.024 1.358
H -1.133 3.403 2.932
H 0.173 0.660 3.216
H -1.326 1.118 4.047
H 0.187 1.971 4.393
H -2.594 3.872 1.166
H -4.177 3.084 -0.563
H -5.205 1.255 -1.801
H -4.662 -0.410 -1.516
H -3.767 0.630 -2.623
H -2.615 -0.862 -0.193
H -1.186 -0.121 1.697
C 0.177 -3.045 -0.264
C 1.148 -1.999 -0.825
C 3.029 -0.341 -0.100
C 2.046 -2.661 -1.871
N 0.359 -0.989 -1.520
H 0.708 -3.910 0.140
H -0.487 -3.376 -1.064
H -0.425 -2.601 0.531
H 3.315 0.244 0.775
H 2.622 0.344 -0.848
H 4.069 -1.244 -1.480
H 2.779 -3.329 -1.417
H 2.552 -1.908 -2.481
H 1.425 -3.244 -2.554
Br -2.330 3.823 -6.217
C -1.777 2.871 -4.653
C -1.541 1.510 -4.726
C -1.142 0.830 -3.582
C -0.971 1.463 -2.337
C -1.213 2.846 -2.332
C -1.611 3.552 -3.463
H -1.665 0.984 -5.664
H -0.950 -0.234 -3.652
H -1.097 3.408 -1.411
H -1.788 4.620 -3.414
Br 0.955 -3.108 5.278
C 1.958 -3.110 3.655
C 3.012 -3.995 3.523
C 3.728 -3.972 2.335
C 3.391 -3.095 1.314
C 2.319 -2.212 1.454
C 1.606 -2.229 2.651
C 1.861 -1.246 0.358
O 4.228 -0.959 -0.577
O 0.899 -0.381 0.862
H 3.268 -4.675 4.324
H 4.566 -4.648 2.208
H 3.984 -3.079 0.413
H 0.782 -1.539 2.762
*
```

Computed properties:
DFT total energy: -6495.59817 Ha
HOMO level (alpha / beta): -3.97 / -4.15 eV
<S²>: 0.759
orbital gap (alpha / beta): 0.2403 / 0.2470 Ha
energy above the lowest of the compared OMol25 structures with the same formula, charge and spin: 63.84 kcal/mol

Mulliken population analysis, charges in e, atoms 1 to 8:
1 Ru -0.69
2 C -1.29
3 C 0.49
4 C -1.56
5 C 0.77
6 C -0.82
7 C -0.56
8 C 0.59


No. 2
C17H21I2N2PtSSi | the ωB97M-V functional and the def2-TZVPD basis

The geometry in ORCA input format:
```
! RIJCOSX wB97M-V def2-TZVPD def2/J DEFGRID3
* xyz 1 1
Pt -0.470 1.545 0.699
I -1.942 2.901 2.486
C -0.211 4.089 2.845
I 1.106 3.723 1.220
H 0.259 3.751 3.760
H -0.482 5.137 2.879
S -2.915 -1.852 -0.914
C -2.107 -0.363 -0.821
N -1.664 -0.039 0.360
C -1.945 -1.022 1.314
C -1.609 -0.996 2.668
C -1.983 -2.067 3.450
C -2.683 -3.154 2.906
C -3.019 -3.188 1.572
C -2.641 -2.105 0.778
H -1.956 0.261 -1.691
H -1.057 -0.163 3.077
H -1.732 -2.072 4.502
H -2.960 -3.980 3.545
H -3.556 -4.026 1.151
C 1.876 -0.385 1.864
Si 1.873 -0.493 -0.006
C 3.610 -0.216 -0.629
C 1.237 -2.200 -0.438
N 0.818 0.782 -0.602
C 0.577 1.071 -1.950
C -0.164 2.196 -2.349
C -0.417 2.463 -3.687
C 0.077 1.631 -4.681
C 0.833 0.530 -4.305
C 1.074 0.246 -2.972
H 2.732 -0.952 2.240
H 0.978 -0.831 2.298
H 1.973 0.634 2.242
H 4.307 -0.854 -0.081
H 3.910 0.821 -0.466
H 3.730 -0.432 -1.690
H 1.727 -2.942 0.195
H 1.402 -2.493 -1.474
H 0.162 -2.265 -0.238
H -0.533 2.887 -1.599
H -0.996 3.338 -3.949
H -0.113 1.841 -5.724
H 1.240 -0.130 -5.062
H 1.654 -0.630 -2.725
*
```

Computed properties:
DFT total energy: -2172.12868 Ha
HOMO level: -10.15 eV
orbital gap: 0.2246 Ha
energy above the lowest of the compared OMol25 structures with the same formula, charge and spin: 0.00 kcal/mol

Mulliken population analysis, charges in e, atoms 1 to 8:
1 Pt 1.21
2 I 0.10
3 C -0.83
4 I 0.14
5 H 0.39
6 H 0.43
7 S -0.17
8 C -0.10


No. 3
C38H52Cl2P2Pt | the ωB97M-V functional and the def2-TZVPD basis

The geometry in ORCA input format:
```
! RIJCOSX wB97M-V def2-TZVPD def2/J DEFGRID3
* xyz 0 5
P -0.678 -0.324 -1.251
C -0.810 -2.209 -1.633
C -1.663 -2.649 -2.841
C -1.764 -4.175 -2.958
C -0.411 -4.896 -2.898
C 0.442 -4.403 -1.729
C 0.559 -2.876 -1.711
C 0.346 0.363 -2.712
C 0.164 -0.287 -4.083
C 0.980 0.463 -5.144
C 2.468 0.590 -4.794
C 2.673 1.152 -3.386
C 1.820 0.422 -2.342
C -2.373 0.206 -1.896
C -3.549 -0.468 -1.180
C -4.863 -0.259 -1.938
C -5.116 1.224 -2.210
C -3.907 1.939 -2.818
C -2.598 1.713 -2.048
H -1.319 -2.546 -0.714
H -1.230 -2.263 -3.774
H -2.679 -2.242 -2.786
H -2.280 -4.433 -3.892
H -2.397 -4.549 -2.140
H -0.600 -5.967 -2.782
H 0.129 -4.785 -3.850
H -0.017 -4.737 -0.787
H 1.443 -4.847 -1.773
H 1.193 -2.585 -0.868
H 1.063 -2.549 -2.631
H -0.028 1.395 -2.763
H 0.565 1.475 -5.244
H -0.891 -0.288 -4.396
H 0.495 -1.335 -4.053
H 0.862 -0.021 -6.120
H 2.943 1.252 -5.525
H 2.973 -0.381 -4.892
H 3.727 1.078 -3.096
H 2.413 2.221 -3.371
H 1.935 0.926 -1.376
H 2.201 -0.603 -2.233
H -2.356 -0.188 -2.926
H -3.382 -1.545 -1.044
H -3.654 -0.038 -0.177
H -4.858 -0.837 -2.874
H -5.679 -0.667 -1.332
H -5.399 1.711 -1.266
H -5.973 1.331 -2.880
H -4.107 3.010 -2.884
H -3.763 1.590 -3.850
H -1.780 2.176 -2.616
H -2.612 2.207 -1.067
Pt 0.109 0.455 0.875
Cl 0.339 2.604 -0.216
Cl -1.812 -0.977 1.442
C 2.013 0.728 1.438
H 2.191 1.645 2.033
C 3.200 -0.009 1.124
C 4.486 0.249 1.715
C 5.615 -0.422 1.261
C 5.529 -1.346 0.196
C 4.266 -1.647 -0.345
C 3.119 -1.040 0.160
H 4.532 0.983 2.523
H 6.589 -0.223 1.712
H 4.166 -2.352 -1.176
H 2.110 -1.306 -0.176
H 6.433 -1.815 -0.210
C -2.087 2.056 2.789
P -0.460 1.340 3.101
C 0.482 2.685 3.927
C 0.774 2.729 5.306
C 1.593 3.733 5.823
C 2.081 4.744 4.987
C 1.770 4.730 3.621
C 0.967 3.709 3.100
C -0.718 0.241 4.541
C 0.311 -0.698 4.739
C 0.393 -1.385 5.949
C -0.556 -1.164 6.944
C -1.628 -0.296 6.717
C -1.744 0.391 5.503
H -2.089 2.481 1.788
H -2.316 2.825 3.531
H -2.845 1.271 2.828
H 0.377 1.984 5.992
H 1.840 3.734 6.886
H 2.689 5.553 5.410
H 2.143 5.516 2.956
H 0.748 3.696 2.031
H 1.047 -0.897 3.953
H 1.186 -2.120 6.084
H -0.486 -1.717 7.880
H -2.392 -0.187 7.489
H -2.621 1.025 5.324
*
```

Computed properties:
DFT total energy: -3201.52385 Ha
HOMO level (alpha / beta): -6.27 / -8.68 eV
<S²>: 6.049
orbital gap (alpha / beta): 0.2553 / 0.2110 Ha
energy above the lowest of the compared OMol25 structures with the same formula, charge and spin: 0.00 kcal/mol

Mulliken population analysis, charges in e, atoms 1 to 8:
1 P -0.85
2 C 0.76
3 C -0.06
4 C -0.96
5 C -0.73
6 C -1.05
7 C 0.01
8 C 0.87


No. 4
C33H48N8PSn | the ωB97M-V functional and the def2-TZVPD basis

The geometry in ORCA input format:
```
! RIJCOSX wB97M-V def2-TZVPD def2/J DEFGRID3
* xyz 1 1
Sn -0.835 -1.816 0.664
C -0.937 -2.247 4.395
N -1.109 -1.065 3.544
C -2.424 -0.455 3.726
C -2.816 0.400 2.552
C -3.417 1.634 2.775
C -3.895 2.366 1.700
C -3.761 1.843 0.427
C -3.103 0.636 0.284
N -2.633 -0.073 1.312
C -0.067 -0.094 3.863
C 1.297 -0.474 3.345
C 2.444 0.011 3.957
C 3.679 -0.325 3.431
C 3.736 -1.153 2.319
C 2.547 -1.602 1.781
N 1.354 -1.261 2.272
C -1.798 -3.454 4.071
C -1.621 -4.614 4.818
C -2.444 -5.698 4.579
C -3.423 -5.595 3.601
C -3.505 -4.414 2.886
N -2.715 -3.362 3.115
H -1.141 -1.986 5.445
H 0.113 -2.541 4.339
H -2.468 0.152 4.639
H -3.159 -1.252 3.818
H -3.509 2.008 3.786
H -4.369 3.327 1.855
H -4.145 2.366 -0.439
H -2.924 0.202 -0.690
H -0.008 0.073 4.946
H -0.339 0.862 3.401
H 2.367 0.633 4.840
H 4.589 0.042 3.888
H 4.682 -1.431 1.874
H 2.527 -2.259 0.918
H -0.839 -4.666 5.567
H -2.325 -6.613 5.144
H -4.108 -6.407 3.400
H -4.228 -4.294 2.086
N -0.290 -0.544 -0.750
P 0.479 0.455 -1.655
N 1.829 -0.103 -2.490
C 3.157 -0.037 -1.833
C 4.049 -1.205 -2.241
C 4.018 -1.379 -3.757
C 2.585 -1.678 -4.244
C 1.552 -1.389 -3.161
N 1.104 1.741 -0.790
C 0.277 2.228 0.326
C 1.006 3.344 1.058
C 1.174 4.571 0.143
C 1.268 4.148 -1.332
C 1.920 2.778 -1.446
N -0.507 0.986 -2.887
C 0.023 1.602 -4.113
C -0.457 0.862 -5.358
C -1.998 0.774 -5.410
C -2.632 1.252 -4.103
C -1.940 0.651 -2.888
H 3.049 0.017 -0.750
H 3.654 0.881 -2.157
H 3.737 -2.134 -1.755
H 5.066 -0.989 -1.908
H 4.695 -2.177 -4.061
H 4.382 -0.456 -4.213
H 2.486 -2.726 -4.531
H 2.364 -1.078 -5.128
H 1.515 -2.206 -2.431
H 0.555 -1.334 -3.600
H 0.076 1.391 0.992
H -0.695 2.607 -0.023
H 1.979 2.967 1.385
H 0.442 3.611 1.954
H 2.071 5.121 0.429
H 0.329 5.249 0.276
H 1.855 4.877 -1.893
H 0.276 4.106 -1.787
H 2.910 2.813 -0.977
H 2.068 2.508 -2.491
H 1.107 1.563 -4.069
H -0.272 2.655 -4.168
H -0.024 -0.140 -5.350
H -0.066 1.372 -6.240
H -2.302 -0.258 -5.596
H -2.387 1.374 -6.233
H -3.686 0.974 -4.078
H -2.584 2.342 -4.039
H -2.078 -0.436 -2.875
H -2.407 1.045 -1.986
*
```

Computed properties:
DFT total energy: -2279.86754 Ha
HOMO level: -10.50 eV
orbital gap: 0.3112 Ha

Mulliken population analysis, charges in e, atoms 1 to 8:
1 Sn 0.40
2 C -1.05
3 N 1.11
4 C -1.20
5 C 0.68
6 C -0.90
7 C -0.51
8 C -0.78


No. 5
C3H11N3 | the ωB97M-V functional and the def2-TZVPD basis

The geometry in ORCA input format:
```
! RIJCOSX wB97M-V def2-TZVPD def2/J DEFGRID3
* xyz 0 1
C -1.057 1.008 -0.850
N -0.596 1.895 -0.053
C -0.384 3.247 -0.593
H -1.643 0.176 -0.486
H -1.057 1.367 -1.862
H 0.526 3.397 -1.150
H -1.182 3.563 -1.282
H -0.541 3.893 0.280
N 1.440 -1.116 0.862
C 0.661 -2.028 0.089
N -0.229 -3.005 0.766
H 1.816 -1.447 1.733
H 0.992 -0.223 1.031
H 1.404 -2.652 -0.466
H 0.071 -1.556 -0.693
H -0.558 -2.681 1.673
H 0.339 -3.837 1.001
*
```

Computed properties:
DFT total energy: -285.09693 Ha
HOMO level: -8.76 eV
orbital gap: 0.3599 Ha
SMILES string: C=NC.NCN
energy above the lowest of the compared OMol25 structures with the same formula, charge and spin: 50.76 kcal/mol

Mulliken population analysis, charges in e, atoms 1 to 8:
1 C -0.45
2 N -0.35
3 C -0.83
4 H 0.37
5 H 0.32
6 H 0.31
7 H 0.33
8 H 0.30


No. 6
F2H2 | the ωB97M-V functional and the def2-TZVPD basis

The geometry in ORCA input format:
```
! RIJCOSX wB97M-V def2-TZVPD def2/J DEFGRID3
* xyz 0 1
F 0.221 0.417 0.982
H 1.076 0.753 1.148
F -0.384 -0.483 -1.039
H 0.387 -0.153 -0.635
*
```

Computed properties:
DFT total energy: -200.91674 Ha
HOMO level: -13.44 eV
orbital gap: 0.5143 Ha
SMILES string: F.F
energy above the lowest of the compared OMol25 structures with the same formula, charge and spin: 6.42 kcal/mol

List of Mulliken charges in e, atom by atom:
1 F -0.41
2 H 0.41
3 F -0.40
4 H 0.40


No. 7
ClH12Na2O10 | the ωB97M-V functional and the def2-TZVPD basis

The geometry in ORCA input format:
```
! RIJCOSX wB97M-V def2-TZVPD def2/J DEFGRID3
* xyz 0 2
Na 1.726 3.228 -0.092
Na -1.247 -0.068 4.305
Cl 0.223 -0.175 0.981
O 1.307 -0.772 0.272
O -0.089 -1.050 2.096
O 0.552 1.157 1.424
O -0.927 -0.106 0.121
O 2.425 1.369 -1.895
H 1.870 0.638 -2.169
H 2.953 1.014 -1.180
O -3.513 0.440 -1.203
H -3.861 -0.313 -1.681
H -2.884 0.063 -0.587
O -3.054 2.705 0.697
H -2.657 3.433 0.217
H -2.902 1.941 0.141
O 3.077 -1.813 2.314
H 2.542 -1.285 1.722
H 3.775 -1.222 2.598
O 0.844 -3.791 0.605
H 0.565 -2.979 1.028
H 0.446 -3.758 -0.265
O -0.036 0.287 -3.163
H -0.428 0.894 -3.791
H -0.710 0.165 -2.494
*
```

Computed properties:
DFT total energy: -1544.11632 Ha
HOMO level (alpha / beta): -3.75 / -10.55 eV
<S²>: 0.750
orbital gap (alpha / beta): 0.0812 / 0.3730 Ha
energy above the lowest of the compared OMol25 structures with the same formula, charge and spin: 0.00 kcal/mol

Mulliken population analysis, charges in e, atoms 1 to 8:
1 Na 0.47
2 Na 0.34
3 Cl 1.85
4 O -0.69
5 O -0.76
6 O -0.65
7 O -0.63
8 O -0.61


No. 8
C16H46O8 | the ωB97M-V functional and the def2-TZVPD basis

The geometry in ORCA input format:
```
! RIJCOSX wB97M-V def2-TZVPD def2/J DEFGRID3
* xyz -2 1
C -1.660 -0.486 0.230
C -0.543 0.499 0.494
O 0.497 -0.043 1.237
H -2.090 -0.887 1.159
H -1.342 -1.312 -0.404
H -2.519 0.064 -0.187
H -0.947 1.502 0.731
H -0.080 0.710 -0.491
C 1.706 2.387 -3.293
C 2.136 0.999 -2.739
O 3.469 0.670 -2.739
H 2.511 3.082 -3.028
H 0.815 2.737 -2.765
H 1.622 2.300 -4.378
H 1.544 0.230 -3.288
H 1.787 0.858 -1.697
C 0.743 -3.870 -2.764
C 1.352 -2.530 -2.343
O 2.747 -2.667 -2.119
H -0.348 -3.835 -2.811
H 1.021 -4.543 -1.947
H 1.167 -4.182 -3.719
H 0.869 -2.079 -1.478
H 1.189 -1.850 -3.186
H 3.165 -2.590 -2.980
C -1.943 4.654 0.689
C -1.041 4.934 1.876
O -0.864 3.777 2.721
H -3.013 4.497 0.861
H -1.688 3.700 0.216
H -1.836 5.429 -0.074
H -1.441 5.682 2.569
H -0.028 5.152 1.552
H -1.759 3.510 2.964
C -2.873 -2.221 -2.625
C -3.224 -3.090 -3.837
O -4.468 -3.754 -3.544
H -2.430 -2.771 -1.801
H -3.799 -1.725 -2.342
H -2.150 -1.468 -2.944
H -2.400 -3.752 -4.130
H -3.376 -2.527 -4.766
H -4.855 -4.001 -4.388
C 2.667 4.940 0.528
C 1.990 3.550 0.557
O 1.899 3.088 1.902
H 2.790 5.126 -0.547
H 3.703 4.909 0.874
H 2.087 5.698 1.047
H 2.560 2.853 -0.060
H 1.002 3.683 0.114
H 2.695 2.570 2.048
C 0.668 -5.126 1.639
C 0.217 -3.739 2.059
O 1.131 -2.809 1.512
H 0.148 -5.877 2.247
H 1.752 -5.243 1.648
H 0.415 -5.409 0.611
H 0.244 -3.663 3.154
H -0.816 -3.530 1.764
H 0.651 -1.962 1.334
C 0.032 -0.848 4.631
C -0.501 0.587 4.455
O 0.310 1.413 3.677
H 0.349 -1.215 3.649
H -0.763 -1.515 4.982
H 0.890 -0.957 5.299
H -0.649 0.960 5.479
H -1.514 0.488 4.030
H 0.422 0.836 2.875
*
```

Computed properties:
DFT total energy: -1238.92052 Ha
HOMO level: 0.23 eV
orbital gap: 0.1421 Ha
energy above the lowest of the compared OMol25 structures with the same formula, charge and spin: 0.00 kcal/mol

Mulliken population analysis, charges in e, atoms 1 to 8:
1 C -0.77
2 C 0.97
3 O -1.09
4 H 0.23
5 H -0.33
6 H 0.49
7 H -0.34
8 H -0.09